# 1
{"formula": "C9H13NS", "method": "ωB97M-V with the def2-TZVPD basis set", "elements": ["C", "C", "C", "C", "N", "C", "C", "C", "C", "S", "C", "H", "H", "H", "H", "H", "H", "H", "H", "H", "H", "H", "H", "H"], "coordinates": [[-2.09482, 0.60754, -0.85334], [-1.12549, -0.21127, 0.04831], [-2.09896, -1.16001, 0.85238], [-0.29952, 0.50485, 1.06990], [0.52539, 1.40460, 0.81797], [1.12609, 1.72608, -0.39280], [2.25557, 1.11091, -0.74269], [2.89477, 0.11210, 0.08272], [2.28493, -0.89332, 0.74342], [0.92824, -1.94208, 0.32652], [-0.06701, -1.06117, -0.89521], [-1.34891, 0.68847, -1.67261], [-2.22022, 1.56134, -0.28487], [-2.98450, 0.08462, -1.25275], [-1.63561, -1.84335, 1.60201], [-2.86622, -1.78019, 0.18040], [-2.84432, -0.30925, 1.31455], [-0.66824, 0.44701, 2.15624], [0.90941, 2.68843, -0.88834], [2.83820, 1.56878, -1.53406], [3.85101, 0.28281, 0.50545], [2.86821, -1.43683, 1.59653], [-0.73308, -1.77460, -1.35675], [0.50508, -0.37546, -1.42296]], "lumo_energy_ev": 0.768, "homo_ev": -7.687, "e_above_lowest_ev": 3.336, "smiles": "CC1(C)\\C=N/C=C\\C=C/SC1", "orbital_gap_ev": 8.45}


# 2
{"formula": "C3H12N6O3Tl", "method": "ωB97M-V with the def2-TZVPD basis set", "elements": ["Tl", "C", "O", "N", "N", "H", "H", "H", "H", "C", "O", "N", "N", "H", "H", "H", "H", "C", "O", "N", "N", "H", "H", "H", "H"], "coordinates": [[-14.75928, -16.96268, 7.39657], [-18.09798, -14.77995, 6.74548], [-17.29070, -15.46034, 7.36857], [-19.28085, -14.57049, 7.03469], [-17.62529, -14.09617, 5.76756], [-19.83819, -14.12529, 6.31966], [-19.86351, -14.89565, 7.79290], [-18.31337, -13.52464, 5.29852], [-16.67863, -14.34258, 5.51612], [-14.27956, -19.05243, 3.87376], [-14.69395, -18.65267, 4.95633], [-14.33381, -18.26280, 2.87642], [-13.79355, -20.22866, 3.56290], [-13.72080, -18.66268, 2.18043], [-14.47416, -17.26263, 2.86786], [-13.65266, -20.82849, 4.36317], [-13.69397, -20.55589, 2.61258], [-17.75143, -18.79478, 9.22427], [-16.83839, -18.19046, 8.70069], [-18.83939, -18.23515, 9.72159], [-17.79283, -20.04461, 9.21478], [-19.43644, -18.82824, 10.28006], [-18.90206, -17.26862, 10.00794], [-17.25914, -20.62373, 8.58242], [-18.51302, -20.50582, 9.75209]], "lumo_energy_ev": -17.253, "homo_ev": -19.772, "e_above_lowest_ev": 3.413, "total_charge": 3, "orbital_gap_ev": 2.52}


# 3
{"formula": "C4H7NO2", "method": "ωB97M-V with the def2-TZVPD basis set", "elements": ["C", "C", "C", "O", "H", "H", "H", "H", "H", "H", "N", "C", "O", "H"], "coordinates": [[-0.73867, -0.18084, 1.60616], [-0.70500, 0.29092, 0.17883], [-1.11725, -0.58661, -0.91636], [-1.94132, 0.49151, -0.49038], [-1.57752, -0.86607, 1.76102], [0.19628, -0.70040, 1.84703], [-0.84503, 0.66576, 2.29078], [0.02097, 1.06962, -0.04289], [-0.67292, -0.48441, -1.90764], [-1.50352, -1.57968, -0.67600], [1.97202, 1.10986, -1.23778], [2.12387, 0.04914, -0.66770], [2.11372, -0.96832, -0.08853], [2.67438, 1.68952, -1.65654]], "lumo_energy_ev": 0.629, "homo_ev": -10.044, "e_above_lowest_ev": 2.053, "smiles": "C[C@H]1CO1.N=C=O", "orbital_gap_ev": 10.67}